1.
# C22H26F3O2Si

The ion C22H26F3O2Si with charge +1 at a distorted geometry (ωB97M-V with the def2-TZVPD basis set, the Open Molecules 2025 dataset).

```
54
Properties=species:S:1:pos:R:3:mulliken_charge:R:1
C -0.681 1.869 2.284 -1.900
C -0.905 0.655 3.225 2.941
C -0.898 -0.519 2.249 -0.721
O -1.433 -0.538 1.084 -0.581
Si -1.425 -2.110 0.083 0.470
C -2.888 -1.712 -0.980 -1.076
C 0.160 -2.281 -0.890 -1.057
C -1.769 -3.554 1.208 -0.720
O -0.049 -1.493 2.521 -0.419
C 0.828 -1.096 3.669 -0.551
C 0.344 0.274 4.048 -0.783
H -0.545 2.799 2.848 0.493
H 0.199 1.686 1.660 0.569
H -1.537 1.997 1.609 0.404
H -3.245 -2.607 -1.511 0.392
H -3.719 -1.331 -0.366 0.316
H -2.636 -0.952 -1.723 0.328
H 0.121 -3.212 -1.486 0.361
H 0.292 -1.444 -1.592 0.331
H 1.045 -2.334 -0.240 0.316
H -2.339 -4.309 0.644 0.431
H -0.846 -4.039 1.558 0.259
H -2.369 -3.281 2.087 0.080
H 0.659 -1.851 4.432 0.404
H 1.864 -1.095 3.317 0.263
H 1.121 1.026 3.807 0.397
H 0.166 0.328 5.116 0.177
F -4.140 -4.093 7.406 -0.253
C -4.898 -3.594 6.379 0.755
F -4.985 -4.585 5.439 -0.275
F -6.164 -3.402 6.875 -0.244
C -4.330 -2.325 5.815 0.279
C -4.138 -2.220 4.443 -0.714
C -3.531 -1.082 3.915 -1.008
C -2.966 -0.106 4.741 -0.080
C -2.158 1.015 3.979 0.362
C -2.006 2.259 4.913 0.250
C -2.450 3.549 4.547 -0.269
C -2.125 4.684 5.312 -0.616
C -1.450 4.549 6.526 -0.487
C -1.147 3.267 6.985 -1.088
C -1.474 2.147 6.198 -0.666
C -3.419 -0.110 6.089 -0.358
C -4.007 -1.252 6.649 -1.264
H -4.420 -3.025 3.771 0.532
H -3.529 -0.922 2.837 0.760
H -2.893 1.337 3.203 0.921
H -3.067 3.687 3.653 0.380
H -2.383 5.691 4.949 0.392
H -1.134 5.423 7.090 0.413
H -0.638 3.121 7.946 0.385
H -1.335 1.159 6.645 0.602
H -3.349 0.750 6.759 0.749
H -4.198 -1.329 7.716 0.418
```

The energy comes out at -43356.6027 eV. For the LUMO energy, the calculation gives -3.53 eV. For the energy above the lowest of the compared OMol25 structures with the same formula, charge and spin, the calculation gives 0.0 kcal/mol. As for the charge: +1. The value obtained for the HOMO energy is -12.03 eV. As for the HOMO-LUMO gap: 0.3123 hartree.

---

2.
# C40H34N9O3S4Sn

A structure of composition C40H34N9O3S4Sn (ωB97M-V with the def2-TZVPD basis set, the Open Molecules 2025 dataset).

```
91
Properties=species:S:1:pos:R:3:mulliken_charge:R:1
Sn -0.906 2.415 1.637 0.500
C -3.938 -1.995 2.736 -0.493
C -3.571 -0.656 2.669 -0.160
N -3.402 -0.037 1.511 -0.159
C -3.589 -0.757 0.406 -0.006
C -3.991 -2.088 0.483 -0.164
N -4.166 -2.714 1.643 -0.706
C -3.281 -0.083 -0.889 0.298
C -3.035 -0.808 -2.050 -0.434
C -2.693 -0.119 -3.208 0.700
C -2.537 1.257 -3.127 -0.146
C -2.761 1.894 -1.908 -0.083
N -3.170 1.236 -0.832 -0.270
C -2.459 3.337 -1.702 0.380
C -1.460 3.969 -2.436 -0.382
N -1.065 5.212 -2.178 -0.723
C -1.665 5.813 -1.159 -0.357
C -2.679 5.195 -0.434 -0.201
N -3.088 3.967 -0.712 -0.442
C -2.488 -0.841 -4.486 0.401
C -1.562 -0.409 -5.430 -0.279
C -1.413 -1.122 -6.609 -0.557
N -2.111 -2.215 -6.912 -0.665
C -3.000 -2.621 -6.008 -0.447
C -3.224 -1.979 -4.801 -0.462
H -4.056 -2.488 3.694 0.425
H -3.396 -0.079 3.570 0.422
H -4.184 -2.670 -0.412 0.403
H -3.064 -1.890 -2.055 0.363
H -2.266 1.827 -4.006 0.928
H -0.934 3.447 -3.227 0.390
H -1.334 6.811 -0.899 0.411
H -3.149 5.690 0.406 0.449
H -0.944 0.457 -5.239 0.305
H -0.688 -0.797 -7.348 0.379
H -3.571 -3.508 -6.263 0.372
H -3.979 -2.356 -4.124 0.466
S -2.159 4.251 3.079 -0.352
S -0.575 5.169 4.057 -0.151
S 0.656 5.613 2.496 -0.144
S 1.313 3.755 1.855 -0.339
C 4.717 -1.314 -2.635 -1.099
O 4.402 -0.862 -1.333 -0.408
C 4.338 -1.793 -0.336 0.971
C 4.894 -3.054 -0.411 -0.539
C 4.755 -3.939 0.657 -0.655
C 4.055 -3.546 1.780 -1.094
C 3.493 -2.273 1.861 -0.366
C 3.629 -1.377 0.810 0.222
N 3.100 -0.079 0.762 -0.193
C 1.894 0.304 1.372 -1.293
N 1.891 0.222 2.716 0.296
C 0.825 0.395 3.641 0.025
C -0.317 1.169 3.443 -0.031
C -1.208 1.229 4.528 -1.360
C -0.988 0.580 5.727 -1.134
C 0.164 -0.181 5.907 -0.389
C 1.061 -0.266 4.862 1.191
O 2.239 -0.985 4.927 -0.327
C 2.620 -1.486 6.189 -1.101
N 0.879 0.704 0.696 1.563
C 0.936 0.635 -0.710 -1.011
C 1.250 1.797 -1.421 0.175
C 1.404 1.790 -2.798 -1.075
C 1.227 0.602 -3.495 -0.752
C 0.855 -0.545 -2.816 -0.920
C 0.687 -0.544 -1.433 1.315
O 0.316 -1.749 -0.913 -0.656
C -0.205 -1.857 0.411 -0.585
H 4.515 -0.480 -3.301 0.276
H 4.088 -2.163 -2.914 0.439
H 5.770 -1.598 -2.714 0.367
H 5.429 -3.358 -1.300 0.391
H 5.189 -4.928 0.595 0.365
H 3.930 -4.227 2.612 0.406
H 2.936 -2.000 2.747 0.562
H 3.173 0.304 -0.171 0.661
H 2.783 0.038 3.142 0.528
H -2.087 1.859 4.433 0.476
H -1.697 0.679 6.541 0.411
H 0.350 -0.685 6.845 0.383
H 3.612 -1.913 6.061 0.252
H 1.935 -2.266 6.533 0.377
H 2.659 -0.690 6.937 0.425
H 1.397 2.704 -0.843 0.270
H 1.674 2.704 -3.313 0.477
H 1.372 0.569 -4.568 0.565
H 0.680 -1.478 -3.341 0.510
H -0.744 -2.803 0.429 0.365
H -0.880 -1.037 0.650 0.027
H 0.590 -1.890 1.158 0.226
```

The energy comes out at -110760.7741 eV. For the LUMO energy, the calculation gives 1.76 eV. For the energy above the lowest of the compared OMol25 structures with the same formula, charge and spin, the calculation gives 3.5 kcal/mol. As for the charge: -1. The value obtained for the HOMO energy is -3.52 eV. As for the HOMO-LUMO gap: 0.1940 hartree.

---

3.
# CH14N3O4

A cluster of 5 separate species, CH14N3O4 in total at a distorted geometry (ωB97M-V with the def2-TZVPD basis set, the Open Molecules 2025 dataset).

```
22
Properties=species:S:1:pos:R:3:mulliken_charge:R:1
N 1.865 0.933 1.659 -0.350
C 1.769 0.169 0.486 0.633
N 2.490 -0.962 0.304 -0.249
N 0.581 0.193 -0.182 -0.168
H 1.084 1.639 1.778 0.218
H 2.669 1.212 2.045 0.241
H 1.906 -1.659 -0.197 0.237
H 3.357 -1.117 0.658 0.169
H 0.194 -0.329 -0.906 0.148
H 0.036 1.106 -0.103 0.132
H -1.249 3.221 1.296 0.319
H -1.001 4.064 0.185 0.322
O -0.759 3.117 0.475 -0.654
H -0.067 -2.104 -2.006 0.366
H -0.007 -3.464 -1.322 0.292
O -0.106 -2.567 -1.087 -0.652
H -1.676 -0.285 -2.949 0.263
H -2.165 -0.580 -1.536 0.313
O -1.432 -0.272 -2.086 -0.586
H -1.935 -0.339 1.101 0.252
H -2.837 -1.263 1.554 0.306
O -2.719 -0.714 0.833 -0.550
```

The energy comes out at -13918.3262 eV. For the LUMO energy, the calculation gives -3.14 eV. For the energy above the lowest of the compared OMol25 structures with the same formula, charge and spin, the calculation gives 53.3 kcal/mol. As for the charge: +1. The value obtained for the HOMO energy is -14.67 eV. As for the HOMO-LUMO gap: 0.4235 hartree.

---

4.
# C15H22O5

The molecule C15H22O5 (ωB97M-V with the def2-TZVPD basis set, the Open Molecules 2025 dataset).

```
42
Properties=species:S:1:pos:R:3:mulliken_charge:R:1
C -3.605 -2.534 -0.913 -1.820
H -4.508 -2.193 -1.414 0.384
H -2.944 -2.979 -1.656 0.472
H -3.873 -3.299 -0.188 0.405
C -2.910 -1.363 -0.206 1.633
C -3.837 -0.818 0.884 -1.728
H -3.999 -1.587 1.634 0.417
H -4.793 -0.533 0.455 0.397
H -3.394 0.044 1.371 0.352
C -2.568 -0.263 -1.251 -1.382
H -3.356 0.492 -1.225 0.344
H -2.577 -0.708 -2.249 0.383
C -1.209 0.416 -1.067 -0.442
H -0.413 -0.326 -1.151 0.214
H -1.070 1.130 -1.882 0.552
C -1.064 1.148 0.264 -1.243
H -1.178 0.446 1.086 0.274
H -1.858 1.897 0.352 0.663
C 0.287 1.876 0.383 1.946
C 1.482 0.946 0.201 -0.040
C 1.421 -0.349 0.715 -0.178
C 2.491 -1.214 0.638 -1.445
C 3.680 -0.793 0.045 0.509
C 3.769 0.496 -0.456 -1.059
C 2.687 1.371 -0.381 0.644
O 2.889 2.609 -0.877 -0.704
H 2.035 3.077 -0.888 0.349
H 4.680 0.852 -0.910 0.494
C 4.812 -1.736 -0.030 0.480
O 4.785 -2.877 0.364 -0.596
O 5.914 -1.212 -0.592 -0.450
H 6.617 -1.879 -0.610 0.348
H 2.427 -2.214 1.034 0.467
H 0.516 -0.697 1.186 0.521
C 0.409 2.519 1.776 -1.885
H -0.438 3.177 1.968 0.438
H 0.435 1.749 2.541 0.358
H 1.326 3.101 1.838 0.417
O 0.325 2.904 -0.613 -0.753
H -0.434 3.482 -0.475 0.448
O -1.751 -1.837 0.463 -0.543
H -1.205 -2.319 -0.167 0.358
```

The energy comes out at -26150.6421 eV. For the LUMO energy, the calculation gives 0.53 eV. As for the SMILES: CC(C)(O)CCC[C@](C)(O)c1ccc(C(=O)O)cc1O. For the energy above the lowest of the compared OMol25 structures with the same formula, charge and spin, the calculation gives 2.0 kcal/mol. As for the charge: 0. The value obtained for the HOMO energy is -8.51 eV. As for the HOMO-LUMO gap: 0.3322 hartree.

---

Repeat the first record exactly.
# C22H26F3O2Si

The ion C22H26F3O2Si with charge +1 at a distorted geometry (ωB97M-V with the def2-TZVPD basis set, the Open Molecules 2025 dataset).

```
54
Properties=species:S:1:pos:R:3:mulliken_charge:R:1
C -0.681 1.869 2.284 -1.900
C -0.905 0.655 3.225 2.941
C -0.898 -0.519 2.249 -0.721
O -1.433 -0.538 1.084 -0.581
Si -1.425 -2.110 0.083 0.470
C -2.888 -1.712 -0.980 -1.076
C 0.160 -2.281 -0.890 -1.057
C -1.769 -3.554 1.208 -0.720
O -0.049 -1.493 2.521 -0.419
C 0.828 -1.096 3.669 -0.551
C 0.344 0.274 4.048 -0.783
H -0.545 2.799 2.848 0.493
H 0.199 1.686 1.660 0.569
H -1.537 1.997 1.609 0.404
H -3.245 -2.607 -1.511 0.392
H -3.719 -1.331 -0.366 0.316
H -2.636 -0.952 -1.723 0.328
H 0.121 -3.212 -1.486 0.361
H 0.292 -1.444 -1.592 0.331
H 1.045 -2.334 -0.240 0.316
H -2.339 -4.309 0.644 0.431
H -0.846 -4.039 1.558 0.259
H -2.369 -3.281 2.087 0.080
H 0.659 -1.851 4.432 0.404
H 1.864 -1.095 3.317 0.263
H 1.121 1.026 3.807 0.397
H 0.166 0.328 5.116 0.177
F -4.140 -4.093 7.406 -0.253
C -4.898 -3.594 6.379 0.755
F -4.985 -4.585 5.439 -0.275
F -6.164 -3.402 6.875 -0.244
C -4.330 -2.325 5.815 0.279
C -4.138 -2.220 4.443 -0.714
C -3.531 -1.082 3.915 -1.008
C -2.966 -0.106 4.741 -0.080
C -2.158 1.015 3.979 0.362
C -2.006 2.259 4.913 0.250
C -2.450 3.549 4.547 -0.269
C -2.125 4.684 5.312 -0.616
C -1.450 4.549 6.526 -0.487
C -1.147 3.267 6.985 -1.088
C -1.474 2.147 6.198 -0.666
C -3.419 -0.110 6.089 -0.358
C -4.007 -1.252 6.649 -1.264
H -4.420 -3.025 3.771 0.532
H -3.529 -0.922 2.837 0.760
H -2.893 1.337 3.203 0.921
H -3.067 3.687 3.653 0.380
H -2.383 5.691 4.949 0.392
H -1.134 5.423 7.090 0.413
H -0.638 3.121 7.946 0.385
H -1.335 1.159 6.645 0.602
H -3.349 0.750 6.759 0.749
H -4.198 -1.329 7.716 0.418
```

The energy comes out at -43356.6027 eV. For the LUMO energy, the calculation gives -3.53 eV. For the energy above the lowest of the compared OMol25 structures with the same formula, charge and spin, the calculation gives 0.0 kcal/mol. As for the charge: +1. The value obtained for the HOMO energy is -12.03 eV. As for the HOMO-LUMO gap: 0.3123 hartree.